Entry 1:
Here is an isolated molecule of C10H16N2O3 at a distorted geometry from the OMol25 dataset. Energies are from ωB97M-V with the def2-TZVPD basis set.

```
31
Properties=species:S:1:pos:R:3:forces:R:3:nbo_charge:R:1
O -0.54485 3.69640 -2.33630 0.18 -1.92 1.40 -0.604
O -1.94191 2.24156 -1.32704 -1.58 2.70 0.29 -0.701
O 0.51407 2.29680 0.41372 0.10 0.60 1.92 -0.623
N -0.65251 -0.53156 2.12748 -1.97 -3.22 0.53 -0.623
N 0.11909 0.43923 -0.58956 -0.60 0.71 0.44 -0.456
C -0.14901 -1.81288 2.66362 -0.03 -0.92 -1.10 -0.226
C -0.21066 0.37980 -2.94298 -0.39 0.13 1.13 -0.408
C 1.68781 -0.45275 1.93524 1.37 0.36 1.77 -0.408
C -0.73059 2.63085 -1.76229 0.16 -0.86 -1.43 0.822
C 0.16277 1.32604 -1.75885 2.07 1.38 -1.64 -0.129
C 0.37805 0.36013 1.93572 1.36 3.01 -0.85 -0.130
C -1.12885 -0.66893 -2.21758 2.16 -0.36 -1.42 -0.414
C -0.26494 -0.88348 -0.98509 0.10 -2.52 -0.51 -0.222
C 1.20640 -1.89369 1.95232 0.94 -1.55 -0.15 -0.419
C 0.29633 1.10882 0.60183 0.22 0.01 -1.73 0.700
H 1.21364 1.75109 -1.95709 -1.37 -0.70 0.62 0.226
H -1.05110 -1.60082 -2.84024 -1.05 0.71 0.65 0.217
H 0.07129 -1.84489 3.70938 -0.04 0.55 1.13 0.169
H 0.72311 -0.04313 -3.37047 -0.65 -0.21 0.53 0.212
H -0.81255 -1.60580 -0.36489 0.11 1.17 0.98 0.235
H 2.15257 -0.25190 2.96645 -0.29 -0.24 -1.54 0.215
H 0.63564 -1.51637 -1.25372 -0.54 0.83 -0.06 0.170
H 2.47478 -0.23919 1.14931 -1.20 0.02 0.84 0.239
H -1.40283 -0.18136 2.68032 -0.48 0.35 0.21 0.376
H 1.13518 -2.32151 0.94700 -0.28 0.28 0.03 0.206
H 0.30664 1.15763 2.71356 0.79 -0.25 -0.54 0.204
H -2.50626 3.09484 -1.39899 1.00 -1.94 0.17 0.497
H -0.67775 0.89043 -3.75383 -0.50 0.57 -0.49 0.223
H -2.12333 -0.28510 -1.91287 0.56 -0.37 -0.65 0.232
H 1.97773 -2.54897 2.44558 -0.94 0.56 -0.12 0.218
H -0.85795 -2.69130 2.53027 0.79 1.14 -0.43 0.202
```
Positions in Å, forces in eV/Å.

Summary:
* frontier orbital gap: 9.621 eV
* HOMO: -8.904 eV
* spin multiplicity: 1
* energy above the lowest of the compared OMol25 structures with the same formula, charge and spin: 118.15 kJ/mol

***

Entry 2:
Here is C22H49LaN2P3S2 as an isolated structure at a distorted geometry from the OMol25 dataset. Energies are from ωB97M-V with the def2-TZVPD basis set.

```
79
Properties=species:S:1:pos:R:3:forces:R:3:lowdin_charge:R:1
La 0.03134 -1.46213 -0.66940 -0.86 0.28 5.68 1.451
S 0.03321 1.53896 -4.68589 1.55 -2.86 -1.11 0.930
S 1.74816 -3.13276 0.80425 0.21 -0.29 0.28 0.589
P -1.63603 3.57080 -3.20451 0.14 0.36 0.27 0.872
P -1.75048 0.16953 1.17807 -0.69 0.64 0.65 0.670
P 1.78279 1.05233 0.07395 0.79 0.60 0.38 0.742
N 2.22261 -2.44371 3.33632 -0.22 0.38 -1.11 0.041
N 0.05561 -3.19186 2.90354 1.08 -0.47 -0.83 -0.028
C 0.04931 0.17010 -3.61627 0.60 0.09 -0.35 -0.524
C -1.23045 -1.75579 -2.76461 0.16 0.83 -0.92 -0.175
C -2.18417 1.93909 1.29720 -0.08 0.28 -0.03 -0.264
C -3.40723 -0.60426 1.00967 0.04 -0.04 -0.17 -0.275
C -1.36896 -0.21723 2.93281 0.13 -0.18 0.02 -0.268
C 2.96842 -0.70024 4.91818 0.15 0.03 0.01 -0.058
C 0.04751 -2.56081 -2.90005 0.60 -0.68 -0.93 -0.387
C -0.16183 -4.00104 4.13957 -0.22 -0.03 -0.07 -0.204
C -2.11293 4.61860 -4.57637 0.02 0.14 -0.26 -0.185
C -1.46726 -3.59464 4.78663 -0.09 -0.01 0.37 -0.070
C 2.55302 2.15249 -1.17316 -0.02 -0.11 -0.41 -0.252
C -3.04775 2.68546 -2.54536 -0.37 -0.25 0.08 -0.213
C 1.27316 -1.71622 -2.45356 0.73 0.64 0.88 -0.448
C 1.32437 -2.90611 2.45816 -0.47 -0.08 0.84 -0.779
C 1.85966 -1.65611 4.53298 -0.17 -0.45 0.64 -0.216
C 1.34388 -0.61220 -3.47034 0.72 -0.55 -0.48 -0.351
C 1.41177 2.32093 1.35447 -0.27 -0.06 0.11 -0.274
C -1.14535 -0.40335 -3.13144 -1.13 -1.04 -0.16 -0.143
C 3.29322 0.31975 0.82623 0.08 -0.34 -0.15 -0.274
C 1.41625 -1.57020 -4.63180 1.09 0.47 -2.89 -0.155
C -0.73883 4.44906 -1.93013 0.14 0.39 0.44 -0.205
C 0.37023 -2.65378 -4.40326 -0.13 -0.52 -1.16 -0.088
H -3.04565 5.15014 -4.33502 0.23 -0.12 -0.07 0.085
H -3.84414 -0.32617 0.03986 -0.01 -0.09 0.27 0.044
H -0.70495 3.86753 -0.99448 -0.10 0.15 -0.37 0.041
H -0.55657 2.40723 -3.79760 -1.54 1.79 1.46 -0.261
H 2.16632 -2.30535 -2.17101 -0.24 0.38 -0.77 0.125
H 3.58665 -0.57430 0.26107 0.08 0.22 0.17 0.032
H -1.32122 5.35040 -4.79366 -0.21 -0.22 0.11 0.082
H -4.06807 -0.26713 1.82129 0.13 -0.16 -0.26 0.067
H 2.21714 0.05760 -3.35777 -0.49 -0.44 -0.25 0.139
H -2.32418 -3.80519 4.13565 0.15 0.03 0.11 0.084
H 0.76600 3.10296 0.93391 0.15 -0.17 0.15 0.028
H -3.76278 3.40195 -2.11647 0.09 -0.17 -0.08 0.086
H -2.26672 -0.08021 3.55321 0.24 0.03 -0.17 0.073
H -2.11897 -2.26222 -2.37614 -0.18 0.43 -0.47 0.135
H -3.54474 2.12707 -3.35235 0.09 0.25 0.16 0.078
H -0.52678 -3.54298 2.13734 0.38 0.13 0.44 0.113
H -2.74059 1.96959 -1.76879 -0.02 0.31 -0.23 0.023
H -0.57100 0.44050 3.30329 -0.21 -0.11 -0.09 0.039
H 2.67432 -0.16889 5.82557 0.07 -0.04 -0.09 0.098
H -1.22210 5.41774 -1.73496 0.18 -0.18 0.05 0.083
H -2.98039 2.08999 2.04043 0.22 -0.01 -0.20 0.073
H -1.59611 -4.16950 5.70936 -0.11 0.11 -0.16 0.097
H 0.29455 4.62228 -2.26947 -0.38 0.06 0.04 0.067
H -2.04512 0.21015 -3.15809 0.05 -0.29 -0.04 0.098
H 3.15875 -2.28674 2.94446 -0.57 -0.15 0.33 0.142
H 3.52930 2.50507 -0.80928 -0.34 -0.03 -0.14 0.068
H 1.66570 -2.35589 5.35590 0.15 0.35 -0.07 0.118
H 0.91748 -1.11422 4.35782 0.28 -0.27 -0.17 0.105
H 0.68830 -3.86886 4.81128 -0.24 -0.10 -0.22 0.104
H -2.53468 2.31345 0.32712 0.01 -0.07 0.26 0.013
H 3.10633 0.01624 1.86574 -0.01 0.11 -0.30 0.018
H 1.90697 3.01854 -1.37114 0.16 -0.24 0.04 0.028
H -1.47451 -2.52832 5.04875 0.03 -0.25 -0.03 0.073
H 3.15791 0.04512 4.13879 -0.01 -0.09 0.09 0.064
H 1.35375 -1.05245 -5.60088 -0.27 -0.34 -0.03 0.130
H 0.81286 -3.63775 -4.61515 -0.32 0.28 0.01 0.145
H 2.69562 1.60569 -2.11301 0.11 0.28 0.20 0.024
H 2.40124 -2.06148 -4.65008 -0.16 0.34 0.20 0.146
H 4.10895 1.05591 0.79792 -0.22 -0.23 0.12 0.064
H -1.02330 -1.25853 3.02597 -0.22 0.46 0.01 -0.004
H 0.89622 1.85962 2.20631 0.14 0.18 -0.12 0.022
H -0.52355 -2.52708 -5.03609 0.34 -0.17 0.28 0.141
H -2.26919 3.99835 -5.47176 -0.04 0.16 0.24 0.076
H -0.19306 -5.05732 3.82984 0.11 0.30 0.17 0.139
H 2.33780 2.79194 1.71613 -0.23 -0.17 -0.18 0.073
H -3.31911 -1.70015 1.04302 -0.12 0.24 0.05 0.045
H -1.30670 2.52844 1.59094 -0.26 -0.17 -0.02 0.025
H 3.89985 -1.23270 5.13457 -0.12 0.08 -0.04 0.098
H 0.00897 -3.57474 -2.45818 -0.28 0.43 -0.02 0.154
```
Positions in Å, forces in eV/Å.

Summary:
* frontier orbital gap (spin up / spin down): 5.111 / 5.739 eV
* HOMO (spin up / spin down): -15.803 / -15.752 eV
* spin multiplicity: 1
* charge: +3
* energy above the lowest of the compared OMol25 structures with the same formula, charge and spin: 267.10 kJ/mol

***

Entry 3:
Here is a 13-piece molecular cluster, C18H55IN13O30P4 overall at a distorted geometry from the OMol25 dataset. Energies are from ωB97M-V with the def2-TZVPD basis set.

```
121
Properties=species:S:1:pos:R:3:forces:R:3:lowdin_charge:R:1
I 0.07803 -1.84489 0.81376 -0.75 -0.14 -0.80 0.720
P -2.51758 -0.01297 -1.35133 -1.76 1.83 -3.31 0.600
P -1.46214 -1.91386 -1.10944 1.91 -0.27 0.18 0.375
P -2.99188 -3.42585 -0.62008 -5.00 -5.40 -0.81 0.562
P 2.19038 -1.50238 -2.35722 1.40 -0.05 -3.46 0.769
O -4.62271 1.02849 0.74950 -0.87 -0.61 0.45 -0.038
O 1.44951 -2.63192 8.97839 0.80 1.09 -0.88 0.036
O 5.94943 -4.97650 1.36740 1.48 -0.27 0.48 0.018
O 1.80633 9.01145 -2.39908 -1.59 0.78 -0.96 0.017
O -0.25188 -1.82790 -8.34693 0.67 -0.43 1.99 0.075
O -6.32213 -0.12825 1.54147 1.39 1.31 -1.11 0.079
O 1.22343 -0.04562 -2.04222 2.67 -2.56 0.93 -0.345
O -3.80703 -5.99942 3.17050 2.54 0.38 -0.53 0.104
O -1.30718 -1.43435 5.45857 -0.98 0.44 -1.31 0.032
O 2.92380 4.83794 -0.67229 -1.48 0.62 0.42 0.044
O -1.85832 -5.09763 2.67797 -0.59 -0.32 0.23 -0.027
O -2.04472 -5.67709 6.15448 -0.19 0.90 1.08 0.024
O 8.12372 -5.32432 1.29840 -1.83 0.40 0.78 0.065
O -8.30051 1.80069 -1.90183 0.19 1.41 -1.65 0.007
O -3.01919 11.58440 1.94762 1.67 -0.52 -0.47 0.055
O 3.16682 -1.99250 -1.00535 -1.75 1.89 -3.09 -0.345
O 2.95643 -1.36669 -3.73347 -2.19 -0.08 4.83 -0.356
O 0.86501 5.11866 0.05973 1.51 0.30 -0.60 0.041
O 3.14893 -1.47518 8.18642 -1.75 -0.62 0.32 0.060
O -0.31919 9.56428 -2.57171 1.70 -0.56 -0.36 0.062
O -2.99695 -4.40758 7.68251 1.33 -0.98 -1.10 0.065
O -0.89367 11.03156 2.12026 -1.54 0.29 -0.80 0.046
O -0.18114 -2.51788 -6.25595 0.34 0.57 -1.08 0.016
O 6.81575 -2.48178 -6.37110 0.61 1.02 1.27 0.054
O -7.17815 3.60661 -2.47823 -0.85 -1.70 0.06 0.071
O -2.17415 -0.32412 3.76475 0.41 -1.21 1.21 0.033
O -3.87859 -3.80046 -1.88894 4.06 1.98 4.65 -0.349
O -4.01467 -2.94396 0.74258 3.19 1.31 -3.11 -0.216
O 8.27671 -1.40627 -5.12124 -1.64 -0.58 -0.56 0.054
O -2.11215 -4.85835 -0.04764 -1.20 4.49 0.04 -0.248
N 7.12776 -1.74402 -5.42913 0.92 -0.40 -0.65 -0.423
N -5.82895 0.78321 0.86695 -0.66 -0.48 0.81 -0.395
N -2.59196 -6.05560 2.94825 -1.84 -0.16 0.39 -0.390
N -2.16387 -1.24789 4.58664 0.41 0.63 -0.14 -0.407
N 0.31703 -2.00117 -7.26283 -0.90 -0.05 -0.81 -0.420
N 1.92294 5.52434 -0.43541 -0.08 -0.58 0.29 -0.406
N -3.02533 0.09345 -2.88456 1.28 -1.67 1.32 -0.319
N -2.02657 -4.98582 7.17956 -1.02 0.18 -0.05 -0.415
N 1.94269 -1.72046 8.30387 0.94 -0.35 0.43 -0.420
N -1.93176 11.22930 1.47820 -0.22 0.23 1.13 -0.428
N -7.69439 2.50822 -2.71484 0.01 0.67 0.41 -0.396
N 7.06400 -5.08958 1.89074 0.28 -0.20 -1.06 -0.416
N 0.76824 9.20918 -3.04113 -0.27 0.33 0.85 -0.395
C -1.86096 11.01941 0.00698 -0.19 0.00 -0.26 0.025
C 7.14228 -4.92930 3.36782 -0.19 0.06 0.28 0.040
C 0.90321 2.04626 -0.58780 0.18 -1.01 0.55 -0.105
C 1.73015 -1.54830 -7.15522 0.27 0.17 -0.20 0.039
C 0.91144 -2.94908 -2.62383 -0.42 -0.64 0.52 -0.253
C 5.56934 -2.61015 -0.65372 -1.93 0.23 -0.07 -0.080
C 0.83904 8.99929 -4.51235 -0.21 0.04 -0.30 0.051
C -1.94943 -7.39606 3.01068 -0.06 -0.34 0.11 0.058
C -0.71520 -4.83936 7.86689 0.10 0.16 0.34 0.038
C 6.02333 -1.21149 -4.58638 -0.39 -0.07 -0.11 0.023
C -6.77748 1.66238 0.13149 0.33 -0.02 0.20 0.040
C -0.63659 -2.42545 -2.75468 0.76 -0.45 -1.44 -0.394
C -3.28242 -2.22697 4.52481 -0.32 -0.08 -0.14 0.059
C -7.57840 1.98607 -4.10318 0.14 0.08 -0.34 0.054
C 1.95583 0.88301 -1.16755 0.17 2.84 1.80 -0.297
C 0.99416 -0.84129 7.56841 0.01 0.20 -0.19 0.039
C 4.49749 -1.37450 -1.00321 2.57 0.49 1.54 -0.286
C 2.00379 6.96958 -0.77937 -0.22 -0.03 0.07 0.030
H 5.32613 -3.46119 -1.44120 0.90 1.74 1.65 0.103
H -7.02408 2.70774 -4.70704 -0.14 -0.12 0.28 0.101
H 0.33630 1.53741 0.33077 0.86 1.17 -2.09 0.066
H -6.20820 2.41615 -0.41666 -0.06 -0.23 0.23 0.092
H -1.18159 -7.35774 3.78617 -0.08 0.10 -0.20 0.104
H -2.84096 11.22829 -0.42740 0.22 -0.02 0.24 0.098
H 7.81129 -4.09111 3.57343 -0.01 -0.26 -0.06 0.104
H 4.78272 -0.78172 -1.96920 -0.88 -1.37 1.61 0.104
H 1.05750 7.44841 -0.51863 0.25 -0.27 -0.02 0.097
H 6.68601 -2.26025 -0.65924 -2.27 -0.71 -0.02 0.099
H 2.19017 7.04301 -1.85282 0.17 -0.23 0.45 0.086
H -0.02305 -4.37557 7.16101 -0.12 -0.20 0.10 0.094
H -1.26666 -3.30025 -3.20873 0.90 1.66 0.99 0.121
H 1.12286 7.95883 -4.68360 0.09 0.23 0.05 0.103
H -2.70916 -8.14104 3.25672 0.11 0.33 -0.06 0.107
H 1.56344 -0.08752 7.02026 -0.05 -0.25 0.20 0.100
H 1.15722 -3.52106 -3.64251 -0.33 1.69 2.18 0.134
H -7.04536 1.03433 -4.05390 -0.21 0.10 0.03 0.106
H 0.42646 -1.47140 6.88062 0.05 0.16 0.29 0.061
H 2.81091 1.48702 -1.72082 -1.69 -1.69 0.81 0.145
H -0.84685 -4.20869 8.74873 -0.03 -0.15 -0.30 0.095
H 0.34144 -0.37034 8.30638 0.04 -0.22 -0.14 0.110
H 6.19141 -1.55871 -3.56484 0.08 0.12 -0.20 0.080
H 5.07276 -1.58805 -4.97022 0.32 0.08 0.12 0.071
H 6.05890 -0.12174 -4.64646 0.10 -0.20 0.10 0.107
H -2.74446 -0.73809 -3.45657 -0.66 1.09 0.42 -0.030
H 2.82541 7.40004 -0.20317 -0.07 -0.11 -0.24 0.116
H 2.39930 0.37365 -0.18731 -0.88 0.76 -2.35 0.103
H -7.43020 2.13333 0.86946 0.02 -0.22 -0.16 0.123
H -1.72974 -4.66265 0.87978 -0.84 -0.48 -1.30 0.024
H -1.51389 -7.59878 2.03008 0.01 0.14 0.18 0.106
H 0.15005 2.39132 -1.43019 1.61 -0.65 1.75 0.088
H -3.95777 -1.94138 3.71545 0.25 0.02 0.20 0.092
H 1.04206 -3.74186 -1.76643 -0.35 1.60 -1.55 0.097
H -7.34518 1.03227 -0.55630 0.35 -0.01 0.76 0.083
H 1.59032 9.68617 -4.90750 -0.03 -0.22 0.13 0.108
H -1.68915 1.14654 -1.09958 -0.22 -1.03 0.77 0.000
H 1.47379 2.97587 -0.12573 -1.14 -2.20 -1.32 0.062
H 5.21706 -3.01210 0.41041 1.10 0.86 -2.40 0.075
H 2.03641 -1.11589 -8.11017 -0.21 -0.17 0.20 0.100
H 1.77708 -0.80074 -6.36066 0.03 -0.28 0.01 0.092
H -3.63234 -0.01754 -0.42838 1.22 -0.20 0.03 -0.025
H -0.66163 -1.52248 -3.52029 -0.15 -1.69 1.78 0.110
H -0.38004 -5.83824 8.15373 -0.02 0.16 -0.19 0.107
H -3.79913 -2.19828 5.48638 0.20 -0.11 -0.10 0.110
H 6.14120 -4.72765 3.75499 0.23 -0.07 -0.22 0.094
H -4.06212 -1.92786 0.68402 -0.28 -1.87 0.41 0.053
H -8.59048 1.85490 -4.49164 0.18 -0.10 0.16 0.108
H -2.84885 -3.21122 4.33605 -0.05 0.12 0.16 0.082
H 7.53470 -5.86117 3.78012 0.06 0.23 -0.12 0.105
H -1.57714 9.97895 -0.16426 0.10 0.28 0.04 0.086
H 2.33898 -2.42234 -6.91477 -0.14 0.19 0.11 0.105
H -1.10968 11.70629 -0.38817 -0.04 -0.26 0.12 0.101
H 4.52708 -0.59764 -0.09984 -0.14 -1.62 -1.96 0.131
H -0.14096 9.20818 -4.94673 0.23 -0.03 0.24 0.100
```
Positions in Å, forces in eV/Å.

Summary:
* frontier orbital gap: 7.185 eV
* HOMO: -12.149 eV
* spin multiplicity: 1
* charge: +1
* energy above the lowest of the compared OMol25 structures with the same formula, charge and spin: 685.89 kJ/mol

***

Entry 4:
Here is an isolated ion of composition C4H9IN and charge +1 at a distorted geometry from the OMol25 dataset. Energies are from ωB97M-V with the def2-TZVPD basis set.

```
15
Properties=species:S:1:pos:R:3:forces:R:3:nbo_charge:R:1
I 2.20137 2.05475 -0.76278 -0.71 -0.41 -0.01 0.297
N -0.51934 0.68983 -1.44250 -1.07 -1.51 3.89 -0.733
C 1.08100 -1.10302 -0.06969 -1.59 3.25 -0.65 -0.334
C 0.64883 0.66431 -0.43259 1.68 -4.21 0.59 -0.132
C 0.44984 -0.10970 0.92317 1.86 1.21 -2.09 -0.269
C -0.98763 -0.29229 1.25961 -1.62 -1.22 2.39 -0.694
H 2.07989 -1.56104 -0.19312 -0.50 1.02 0.51 0.272
H -1.56792 0.68913 1.42832 0.82 -1.45 -0.74 0.250
H 1.15479 0.31200 1.72395 -1.34 -0.67 -1.16 0.278
H -0.64467 1.67790 -1.52885 -0.77 0.79 -0.96 0.454
H -1.42742 0.20418 -0.98791 2.35 1.53 -1.01 0.465
H -0.31977 0.17722 -2.27654 0.37 0.06 -0.97 0.448
H 0.29387 -1.61863 -0.60913 0.15 -0.42 0.09 0.188
H -1.59013 -1.13657 0.62359 1.47 2.15 1.60 0.229
H -0.85270 -0.64807 2.34446 -1.11 -0.14 -1.49 0.282
```
Positions in Å, forces in eV/Å.

Summary:
* frontier orbital gap: 9.364 eV
* HOMO: -13.013 eV
* spin multiplicity: 1
* charge: +1
* energy above the lowest of the compared OMol25 structures with the same formula, charge and spin: 297.37 kJ/mol